86
Properties=species:S:1:pos:R:3:lowdin_charge:R:1 method="wB97M-V/def2-TZVPD" s2=8.76 total_energy_ha=-3865.0327 spin_multiplicity=6 e_homo_ev="-4.42 / -6.35"
Fe 4.1614 -0.5721 -1.5199 0.753
Rb 0.4444 -2.7340 3.0293 0.890
Rb 3.2378 3.8420 -1.3878 0.696
C -1.3675 -5.1736 -0.0148 -0.471
O -1.7270 -6.5163 0.3453 -0.095
O -0.3722 -4.7974 0.8847 -0.316
C -1.1474 -5.0307 -1.5589 -0.440
F -2.3205 -5.4684 -2.2232 0.050
F -0.9462 -3.7699 -1.9737 0.110
F -0.1228 -5.7613 -2.1399 0.094
C -3.0333 -7.0141 0.2431 -0.305
C -3.1277 -8.2615 1.1100 -0.075
H -2.7022 -9.0841 0.5351 0.072
H -2.6151 -8.0759 2.0538 0.076
H -4.1471 -8.5131 1.4028 0.064
H -3.2762 -7.2263 -0.7981 0.103
H -3.8288 -6.3333 0.5462 0.107
H -2.2422 -4.5697 0.2265 0.119
O 2.9572 -2.0149 -0.4804 -0.405
C 1.6842 -1.3152 -0.4355 -0.343
C 1.4949 0.1477 -0.9178 -0.371
O 2.6386 0.9340 -1.2396 -0.564
H 1.2820 -1.3561 0.5768 0.038
H 0.9869 -1.9061 -1.0295 0.080
H 0.9879 0.6067 -0.0691 0.062
H 0.7429 0.2474 -1.7005 0.084
C -1.4023 2.9480 0.0141 -0.008
O -0.4855 3.9692 0.3162 0.039
C -0.1430 4.2356 1.5093 -0.586
O -0.6428 3.6278 2.5040 0.076
O 0.7019 5.2841 1.5234 -0.037
C 1.0923 6.1163 2.6239 -0.012
H -2.3172 2.9241 0.6061 0.113
H -1.0197 1.9441 0.1982 0.089
H -1.7025 2.8474 -1.0289 0.079
H 0.2385 6.4800 3.1956 0.100
H 1.4464 7.0781 2.2530 0.093
H 1.8000 5.5062 3.1852 0.102
C -2.1812 -1.0673 0.0624 -0.034
O -3.3172 -0.7528 0.8374 0.017
C -3.2336 -1.1358 2.1357 -0.540
O -2.3546 -1.6560 2.7892 0.042
O -4.4423 -0.8561 2.6832 -0.020
C -4.6857 -1.2565 4.0189 -0.046
H -1.2332 -0.9466 0.5866 0.083
H -2.2145 -0.4795 -0.8549 0.100
H -2.2023 -2.1181 -0.2264 0.092
H -5.6990 -0.8561 4.0539 0.101
H -4.0426 -0.8508 4.7998 0.097
H -4.6707 -2.3456 4.0603 0.101
C 2.4113 1.2948 -4.7588 -0.006
O 1.9914 -0.0593 -5.0493 0.032
C 2.4895 -1.0857 -4.4065 -0.552
O 3.3482 -1.0407 -3.4893 -0.042
O 1.8900 -2.1682 -4.8065 0.049
C 1.8753 -3.3216 -4.0065 -0.032
H 1.6355 1.9924 -5.0744 0.088
H 3.3450 1.4780 -5.2905 0.101
H 2.5758 1.4462 -3.6920 0.060
H 2.8032 -3.8821 -3.8925 0.108
H 1.1913 -4.0393 -4.4594 0.098
H 1.4419 -3.2482 -3.0091 0.086
C 2.5691 1.6432 6.4171 -0.006
O 2.2843 0.5570 5.5274 0.009
C 2.4351 0.5385 4.2228 -0.500
O 2.1795 -0.4552 3.5744 0.030
O 3.0411 1.7468 3.7250 -0.042
C 3.0213 1.9395 2.3201 -0.058
H 2.8545 1.1893 7.3661 0.101
H 1.7675 2.3785 6.4871 0.102
H 3.4473 2.0837 5.9450 0.091
H 3.7496 2.6767 1.9823 0.088
H 2.0660 2.2158 1.8737 0.083
H 3.2834 1.0173 1.8014 0.094
C 0.6124 6.6739 -2.1219 -0.026
O -0.4642 5.8939 -2.6215 0.021
C -0.2755 4.6511 -3.0354 -0.613
O 0.7988 4.0646 -3.0790 0.012
O -1.4500 4.1114 -3.1914 0.015
C -1.5433 2.7649 -3.5856 -0.028
H 1.4913 6.8393 -2.7450 0.096
H 0.8881 6.1528 -1.2050 0.078
H 0.2396 7.6900 -1.9936 0.105
H -2.5062 2.4124 -3.2157 0.100
H -0.7881 2.1082 -3.1538 0.098
H -1.6310 2.8164 -4.6708 0.112



132
Properties=species:S:1:pos:R:3:lowdin_charge:R:1 method="wB97M-V/def2-TZVPD" charge=-1 total_energy_ha=-8326.0528 e_homo_ev=-5.19 relative_energy_kcal_mol=183.5
C 7.2038 -0.7183 1.6217 -0.159
C 5.9323 -1.3947 2.4031 -0.358
C 4.6841 -0.3206 2.6956 -0.834
Br 5.2776 1.2755 3.7895 0.511
Nb 3.4725 0.2132 0.8430 1.578
C 2.2163 -1.7068 1.1564 -0.396
C 1.4092 -1.7327 2.5829 -0.294
C -0.2343 -1.4788 2.4223 -0.222
C -0.9303 -2.5212 1.3653 -0.260
S -1.7271 -1.6809 -0.1203 0.504
O -0.7959 -1.6106 -1.3673 -0.416
O -2.9470 -2.5913 -0.5257 -0.472
Cl -2.5727 0.2030 0.3332 0.329
O 2.1059 1.4100 1.9443 -0.410
C 1.0089 1.7517 0.9840 -0.345
N 0.1684 2.0914 0.0307 0.056
C 4.7876 1.9842 0.2815 -0.842
Br 5.7657 1.4952 -1.4411 0.406
C 3.8746 3.3227 -0.1331 -0.379
C 3.4404 4.2385 1.1554 -0.167
H 6.9305 0.1704 0.9108 0.028
H 7.6695 -1.5768 0.9352 0.066
H 8.0288 -0.4738 2.4209 0.073
H 5.4409 -2.3136 1.8271 0.072
H 6.2651 -1.8417 3.4587 0.104
H 3.9460 -0.9239 3.4150 0.033
H 2.4527 0.5576 -0.6507 -0.077
H 4.6048 -0.8386 -0.1627 -0.084
H 3.0088 -2.5995 1.1754 0.037
H 1.5461 -1.9094 0.2066 0.034
H 1.7651 -0.8819 3.3397 0.086
H 1.6147 -2.8002 3.0759 0.110
H -0.6713 -1.6466 3.5160 0.117
H -0.4694 -0.3522 2.1588 0.077
H -0.1475 -3.3028 0.9435 0.129
H -1.7632 -3.1112 1.9819 0.088
H 5.6340 2.2544 1.0424 0.010
H 4.5225 4.0252 -0.8485 0.084
H 2.9166 3.0423 -0.7545 0.080
H 2.2697 4.2193 1.3862 0.068
H 4.0014 3.9405 2.1470 0.059
H 3.6856 5.3777 0.9297 0.070
C -0.7313 -6.9046 0.6308 -0.085
C -0.9581 -6.3933 2.0385 -0.309
O -1.6511 -5.1546 1.9988 -0.135
H -0.1538 -6.1806 0.0469 0.080
H -0.1940 -7.8571 0.6438 0.075
H -1.6848 -7.0446 0.1112 0.078
H -0.0025 -6.2339 2.5465 0.117
H -1.5461 -7.1059 2.6249 0.106
H -2.5017 -5.3086 1.5533 0.100
C -5.0983 2.9009 -2.4648 -0.078
C -5.1882 1.5734 -3.1887 -0.331
O -3.9326 0.9116 -3.1458 -0.093
H -4.3334 3.5372 -2.9217 0.086
H -6.0574 3.4260 -2.4927 0.045
H -4.8073 2.7534 -1.4198 0.076
H -5.4578 1.7268 -4.2377 0.106
H -5.9420 0.9264 -2.7297 0.103
H -3.7063 0.7726 -2.2102 0.044
C 7.8583 -5.0614 -1.0413 -0.098
C 7.6316 -4.5501 0.3664 -0.313
O 6.9386 -3.3114 0.3267 -0.142
H 8.4359 -4.3374 -1.6252 0.079
H 8.3956 -6.0139 -1.0283 0.069
H 6.9049 -5.2014 -1.5609 0.073
H 8.5872 -4.3907 0.8744 0.116
H 7.0436 -5.2627 0.9528 0.108
H 6.0879 -3.4654 -0.1188 0.097
C -8.8099 1.5272 -4.7655 -0.088
C -8.6269 2.8963 -5.3869 -0.318
O -8.7855 3.9029 -4.3980 -0.098
H -9.8021 1.4405 -4.3108 0.078
H -8.6951 0.7398 -5.5159 0.077
H -8.0785 1.3630 -3.9675 0.056
H -9.3734 3.0649 -6.1686 0.112
H -7.6323 2.9954 -5.8324 0.108
H -8.1126 3.7493 -3.7128 0.067
C -1.2159 1.1186 -5.3568 -0.092
C -1.0912 -0.1449 -6.1828 -0.330
O 0.0405 -0.8910 -5.7601 -0.091
H -0.3150 1.7329 -5.4551 0.077
H -2.0814 1.7076 -5.6733 0.070
H -1.3228 0.8778 -4.2942 0.070
H -0.9626 0.1006 -7.2411 0.097
H -1.9829 -0.7708 -6.0797 0.108
H -0.0874 -1.1112 -4.8215 0.090
C 5.0136 1.6552 7.7810 -0.110
C 6.4100 1.1567 8.0907 -0.334
O 7.1811 1.1028 6.8996 -0.113
H 4.5224 0.9977 7.0564 0.060
H 4.4047 1.6983 8.6885 0.066
H 5.0492 2.6533 7.3325 0.072
H 6.3713 0.1505 8.5184 0.111
H 6.9127 1.8161 8.8049 0.101
H 7.2164 2.0026 6.5323 0.077
C -4.6355 -3.1951 3.3869 -0.088
C -5.3618 -4.1700 4.2904 -0.326
O -5.1460 -5.4999 3.8419 -0.092
H -4.9848 -3.2943 2.3540 0.085
H -4.7955 -2.1646 3.7166 0.078
H -3.5601 -3.4003 3.3805 0.054
H -6.4382 -3.9755 4.2768 0.112
H -5.0089 -4.0860 5.3228 0.107
H -4.1879 -5.6655 3.8657 0.078
C 1.1496 1.3537 -10.5182 -0.100
C 0.9442 -0.1416 -10.6452 -0.336
O 1.6536 -0.8176 -9.6176 -0.086
H 2.2138 1.6027 -10.5832 0.077
H 0.6126 1.8894 -11.3061 0.070
H 0.7977 1.7119 -9.5453 0.070
H 1.3171 -0.4988 -11.6096 0.110
H -0.1164 -0.3999 -10.5682 0.105
H 1.3092 -0.4996 -8.7655 0.081
C -7.5504 8.0011 -3.0182 -0.094
C -7.7558 6.5058 -3.1452 -0.341
O -7.0464 5.8297 -2.1176 -0.092
H -6.4862 8.2501 -3.0832 0.078
H -8.0874 8.5368 -3.8061 0.073
H -7.9023 8.3593 -2.0453 0.071
H -7.3829 6.1486 -4.1096 0.111
H -8.8164 6.2475 -3.0682 0.106
H -7.3908 6.1477 -1.2655 0.092
C 0.5841 1.9050 8.3609 -0.097
C 0.7088 0.6415 7.5349 -0.326
O 1.8405 -0.1046 7.9577 -0.094
H 1.4850 2.5193 8.2626 0.073
H -0.2814 2.4940 8.0444 0.073
H 0.4772 1.6642 9.4235 0.070
H 0.8374 0.8870 6.4766 0.116
H -0.1829 0.0156 7.6381 0.104
H 1.7126 -0.3248 8.8962 0.085



17
Properties=species:S:1:pos:R:3:lowdin_charge:R:1 method="wB97M-V/def2-TZVPD" smiles=C1CCNC1.O total_energy_ha=-288.9808 e_homo_ev=-8.90 relative_energy_kcal_mol=22.7
N -1.0054 -0.9490 1.6121 -0.084
C -1.2300 0.1194 0.6317 -0.226
C -1.1224 -0.6187 -0.7019 -0.198
C 0.0651 -1.5628 -0.4743 -0.176
C 0.1557 -1.6610 1.0833 -0.222
H -1.7792 -1.5961 1.6378 0.094
H -2.1763 0.6238 0.7745 0.107
H -0.3958 0.8048 0.7418 0.109
H -2.0486 -1.1529 -0.8764 0.099
H -0.9465 0.0472 -1.5557 0.105
H -0.1431 -2.5277 -0.9414 0.097
H 0.9951 -1.1986 -0.8626 0.088
H 0.1035 -2.6687 1.4568 0.100
H 1.0784 -1.1557 1.4003 0.106
H 2.9657 3.7428 -1.0664 0.025
H 2.7825 5.3052 -1.2015 0.044
O 2.7012 4.4480 -1.6581 -0.069